{
  "formula": "C22H56BN7O10PS",
  "method": "the ωB97M-V functional and the def2-TZVPD basis",
  "e_above_lowest_kj_mol": 0.0,
  "energy_ev": -75427.4633,
  "homo_energy_ev": -10.45,
  "gap_ev": 6.32,
  "mol_weight_g_mol": 652.6,
  "max_force_ev_per_a": 1.98,
  "charge": 1,
  "lumo_ev": -4.123,
  "symbols": ["C", "C", "B", "O", "S", "C", "C", "N", "P", "O", "O", "O", "H", "H", "H", "H", "H", "H", "H", "H", "H", "H", "H", "H", "H", "H", "C", "C", "O", "N", "C", "H", "H", "H", "H", "H", "H", "H", "C", "C", "O", "N", "C", "H", "H", "H", "H", "H", "H", "H", "C", "C", "O", "N", "C", "H", "H", "H", "H", "H", "H", "H", "C", "C", "O", "N", "C", "H", "H", "H", "H", "H", "H", "H", "C", "C", "O", "N", "C", "H", "H", "H", "H", "H", "H", "H", "C", "C", "O", "N", "C", "H", "H", "H", "H", "H", "H", "H"],
  "coordinates": [[-1.93547, 0.38173, -3.61197], [-1.12026, 0.81435, -2.36173], [0.39282, 0.59267, -2.50524], [1.28038, 1.60057, -2.61188], [1.15806, -1.16743, -2.49034], [2.74933, -1.23028, -3.40056], [2.71895, -0.56229, -4.78938], [3.41370, 0.71858, -4.86532], [1.66042, -1.53729, -0.41423], [0.58039, -2.21485, 0.21738], [1.97328, -0.15820, 0.27620], [3.03847, -2.34981, -0.39318], [-1.52705, -0.47328, -4.14564], [-2.04256, 1.21224, -4.29749], [-2.94101, 0.13337, -3.30982], [-1.51458, 0.25197, -1.51784], [-1.27231, 1.86912, -2.18354], [1.19402, 2.11811, -3.42908], [2.94737, -2.28268, -3.53727], [3.53597, -0.80959, -2.79077], [1.69488, -0.45692, -5.13433], [3.24010, -1.24588, -5.44836], [3.91859, 0.93556, -4.01907], [2.78736, 1.47530, -5.09121], [2.81990, 0.20863, -0.04106], [3.74915, -1.74081, -0.67274], [6.47025, -1.68710, 3.79371], [5.46146, -1.83318, 2.68720], [5.43216, -1.07192, 1.71747], [4.56753, -2.84372, 2.78012], [4.44477, -3.83797, 3.83407], [7.11431, -0.84057, 3.57829], [5.96762, -1.51062, 4.74504], [7.08691, -2.58485, 3.85969], [3.92781, -2.86308, 2.00143], [4.56292, -4.83488, 3.40941], [3.45433, -3.76957, 4.28511], [5.19451, -3.69047, 4.60184], [-5.72901, 1.49967, -6.82547], [-4.34303, 1.02140, -6.47436], [-3.58340, 1.69127, -5.78565], [-3.95996, -0.19014, -6.95071], [-4.72341, -1.11427, -7.77383], [-5.88607, 2.47448, -6.37580], [-5.83938, 1.59151, -7.90620], [-6.48097, 0.81124, -6.43901], [-3.02509, -0.45185, -6.68352], [-4.83164, -2.06562, -7.25188], [-4.19589, -1.28968, -8.71214], [-5.70874, -0.72083, -7.99323], [-3.14580, 1.80518, 2.75322], [-2.64798, 1.28073, 1.43177], [-3.27948, 1.40479, 0.38986], [-1.44572, 0.64463, 1.40548], [-0.51003, 0.37705, 2.48024], [-4.10559, 2.28158, 2.61016], [-3.26645, 0.98796, 3.46496], [-2.45276, 2.54227, 3.15603], [-1.19503, 0.32185, 0.48681], [0.44004, 0.84989, 2.22906], [-0.37114, -0.70306, 2.55217], [-0.85823, 0.76069, 3.43273], [-8.66467, -1.33045, 0.44909], [-7.60541, -1.75973, -0.53800], [-7.80192, -2.64354, -1.35705], [-6.40702, -1.12176, -0.48707], [-5.97982, -0.05359, 0.40401], [-9.55595, -1.92703, 0.28402], [-8.32198, -1.48902, 1.47207], [-8.91615, -0.27883, 0.30827], [-5.74948, -1.45762, -1.17197], [-5.69752, 0.81689, -0.18419], [-5.10956, -0.38436, 0.96906], [-6.76766, 0.22478, 1.09589], [11.23461, -2.06535, 1.56469], [9.82609, -2.60684, 1.60154], [9.46683, -3.42162, 2.43538], [8.95198, -2.14884, 0.66420], [9.19340, -1.18715, -0.39386], [11.80370, -2.52102, 2.36817], [11.71411, -2.30824, 0.61592], [11.23350, -0.98404, 1.70655], [8.02932, -2.54594, 0.74584], [8.52222, -0.33453, -0.27214], [8.99742, -1.65009, -1.36313], [10.21764, -0.83295, -0.37639], [-4.03824, 5.55317, 5.55761], [-4.22159, 4.05654, 5.62948], [-4.50602, 3.39074, 4.64423], [-4.05971, 3.46268, 6.83937], [-3.72534, 4.08489, 8.10891], [-4.19998, 5.87538, 4.53406], [-4.75927, 6.05850, 6.20043], [-3.02672, 5.83055, 5.85634], [-4.19810, 2.46463, 6.81942], [-2.79576, 3.66096, 8.49132], [-4.51862, 3.89068, 8.83170], [-3.60399, 5.15645, 8.00062]],
  "atomic_forces_ev_per_a": [[0.0703, 0.2984, 0.1622], [0.1183, -1.0376, -0.4667], [-0.4443, 1.6086, 0.4267], [0.8275, -0.5977, -0.9755], [0.0938, -1.1023, -0.1523], [-0.0430, 0.3848, -0.3259], [0.4094, 0.3708, 0.3326], [-0.3626, -0.1055, 0.1195], [1.3773, -0.2313, 1.2072], [-1.7574, -0.8791, 0.2688], [0.5969, 0.4535, -1.0462], [-0.5183, 1.1080, -1.1519], [0.1346, -0.1667, -0.0183], [0.1274, 0.0010, -0.2237], [-0.2798, -0.1359, 0.0801], [-0.1023, -0.0023, 0.2595], [-0.1320, 0.2318, 0.2930], [-0.1448, 0.4199, 0.6119], [-0.1358, -0.3782, 0.2638], [0.2150, 0.1910, 0.1406], [-0.1521, -0.1181, -0.2264], [-0.1294, -0.3261, -0.2232], [0.0449, 0.1650, -0.0483], [0.1402, 0.1278, -0.0038], [-0.2117, 0.3973, 0.5531], [0.4464, -0.6645, 0.4455], [0.0496, 0.0532, -0.0929], [-0.0777, 0.0078, -0.0694], [-0.0803, -0.0210, -0.2183], [0.2635, 0.2568, 0.0730], [-0.3205, -0.0262, -0.3641], [-0.0287, 0.0139, -0.0796], [0.0411, -0.0975, 0.0411], [0.0180, 0.0141, 0.0896], [-0.0946, -0.2033, 0.0802], [0.0554, -0.0445, 0.1175], [0.0479, -0.0452, 0.1130], [0.0443, 0.0461, -0.0276], [0.0174, 0.0474, 0.0453], [0.0055, 0.1143, 0.0515], [-0.0197, -0.0367, -0.1504], [-0.1882, 0.1050, -0.0087], [0.4042, -0.0691, 0.1408], [0.0770, 0.0067, 0.0379], [-0.0891, -0.0728, -0.0004], [-0.0438, -0.0152, -0.1045], [0.0037, -0.0290, -0.0392], [-0.1194, -0.0266, -0.0697], [-0.1180, -0.0307, -0.0633], [-0.0063, 0.0447, 0.0257], [0.1091, -0.2049, -0.3695], [-0.0539, 0.0560, -0.0838], [0.1048, 0.0339, -0.0306], [-0.0732, 0.1278, 0.1746], [-0.0089, -0.1372, -0.4522], [-0.0163, 0.0297, -0.0478], [0.0731, 0.0682, 0.0961], [-0.0126, -0.0398, 0.1230], [0.0173, -0.0929, 0.0524], [0.1113, -0.0595, 0.2744], [0.1527, 0.0389, 0.2109], [-0.1304, 0.0509, -0.0440], [-0.0241, -0.0368, -0.0244], [0.0345, -0.1057, -0.1223], [-0.0357, 0.0051, 0.0089], [-0.2031, 0.0659, 0.1969], [0.0665, -0.2688, -0.3759], [0.0330, -0.0504, -0.0687], [-0.0136, 0.1172, 0.0246], [0.0326, 0.0252, 0.1133], [0.0136, 0.0148, 0.0032], [0.0615, 0.1083, 0.1682], [0.0004, 0.1428, 0.1018], [-0.0664, -0.0646, -0.0261], [-0.0046, -0.0374, 0.0249], [-0.0434, -0.0541, 0.0629], [-0.0827, 0.0176, 0.0515], [0.2094, 0.0344, 0.0047], [-0.3967, -0.1933, 0.1112], [-0.0650, -0.0523, 0.0320], [0.0240, 0.1106, -0.0182], [0.0551, 0.0141, -0.0982], [-0.0240, 0.0549, 0.0059], [0.0889, 0.0815, -0.0675], [0.1006, 0.0963, -0.0686], [0.0256, -0.0209, 0.0281], [-0.0070, -0.0180, -0.0603], [-0.0884, -0.0769, -0.0463], [-0.0227, 0.1401, 0.1758], [0.0735, 0.2017, -0.0497], [-0.0819, -0.4155, -0.0794], [-0.0236, -0.0790, -0.0321], [0.0846, 0.0545, 0.0567], [-0.0442, 0.0717, 0.0884], [-0.0289, 0.0035, 0.0341], [0.0204, 0.1127, 0.0813], [0.0385, 0.1114, 0.0765], [-0.0096, 0.0138, -0.0463]],
  "lowdin_charge": [-0.075, -0.152, -0.658, 0.138, 1.110, -0.354, -0.286, 0.020, 0.263, -0.204, -0.094, -0.102, 0.067, 0.054, 0.084, 0.090, 0.124, 0.141, 0.092, 0.079, 0.115, 0.114, 0.071, 0.067, 0.114, 0.084, -0.002, -0.547, -0.017, 0.015, -0.057, 0.086, 0.090, 0.084, 0.115, 0.088, 0.086, 0.077, -0.004, -0.537, 0.010, 0.009, -0.067, 0.085, 0.088, 0.090, 0.131, 0.086, 0.085, 0.074, -0.017, -0.529, 0.015, 0.015, -0.071, 0.072, 0.093, 0.086, 0.094, 0.071, 0.081, 0.080, -0.012, -0.560, 0.022, 0.007, -0.076, 0.081, 0.083, 0.084, 0.132, 0.076, 0.073, 0.076, -0.008, -0.552, 0.027, 0.007, -0.078, 0.084, 0.086, 0.085, 0.127, 0.080, 0.080, 0.072, -0.007, -0.536, 0.015, 0.009, -0.072, 0.083, 0.087, 0.085, 0.139, 0.083, 0.085, 0.072]
}